Computed, not measured: one molecule with the formula C23H29BrN2O4, with ωB97M-V with the def2-TZVPD basis set.

Positions of all 59 atoms, in Å:
C (-0.614, 1.478, -2.131)
H (2.722, -1.176, 4.928)
H (1.274, 4.174, 2.241)
C (1.928, 3.301, 2.342)
H (2.794, 3.571, 2.944)
C (1.067, -0.945, 6.321)
H (-3.254, -1.333, -3.095)
C (-1.553, 1.462, 0.804)
H (1.208, -1.842, 8.283)
H (1.601, 0.285, -7.230)
C (1.448, -1.494, -6.132)
H (2.510, -2.899, -4.931)
H (-4.249, -1.740, -4.501)
H (-2.939, -0.137, 1.133)
C (2.286, -1.697, 5.778)
H (-1.879, -0.899, 3.217)
C (0.956, -0.558, -3.279)
H (-2.463, -0.160, -5.221)
H (3.045, -1.792, 6.552)
Br (3.302, 0.179, -1.904)
C (-1.476, -0.057, 2.680)
C (-3.258, -1.826, -4.064)
O (-0.904, -1.334, -4.525)
C (0.176, 1.679, 2.476)
C (0.718, 1.354, -1.781)
H (1.372, 0.061, 6.630)
C (-1.502, 2.494, -1.454)
H (-2.252, 2.872, -2.154)
H (0.748, -2.927, -4.710)
N (0.316, 0.192, 4.346)
C (0.039, -0.833, 5.193)
H (1.064, -2.082, -6.954)
H (2.136, 0.384, -5.486)
H (-0.362, -1.106, 7.932)
H (1.179, 2.028, -1.078)
H (1.993, -2.693, 5.457)
C (-2.064, 0.375, 1.507)
H (1.124, 0.769, 4.542)
H (-2.928, 1.260, -0.627)
C (1.613, -2.271, -4.859)
N (-2.217, 1.915, -0.329)
C (1.470, 0.351, -2.358)
C (-2.227, -1.208, -5.005)
H (-2.197, 0.690, -3.302)
C (-0.427, 2.115, 1.311)
H (0.069, -2.641, 7.186)
C (-0.348, 0.577, 3.176)
O (1.294, 2.255, 3.034)
C (1.741, -0.217, -6.288)
O (-0.892, -1.598, 5.068)
H (-3.031, -2.878, -3.909)
C (-0.406, -0.435, -3.624)
H (-0.039, 2.978, 0.798)
C (-1.155, 0.581, -3.044)
O (1.848, -1.483, -3.713)
H (-2.221, -1.757, -5.951)
H (-0.911, 3.340, -1.102)
C (0.460, -1.680, 7.511)
H (2.267, 2.979, 1.352)

Values from the calculation:
**HOMO**: -7.25 eV
**SMILES string**: C=CCOc1c(Br)cc(CNc2ccc(NC(=O)C(C)C)c(OC)c2)cc1OCC
**2S+1**: 1
**Energy above the lowest of the compared OMol25 structures with the same formula, charge and spin**: 0.00 kJ/mol
**Largest force on an atom**: 0.012 Eh/bohr
**Lowest unoccupied orbital energy**: 0.588 eV



Computed, not measured: a 2-piece molecular cluster, C6H17PSi overall, with ωB97M-V with the def2-TZVPD basis set.

Positions of all 25 atoms, in Å:
H (-2.436, -0.396, -0.986)
H (-2.390, -0.520, 0.902)
H (-0.335, -2.597, 1.143)
H (1.142, -1.675, 1.088)
H (-0.633, 2.832, -1.415)
H (-1.074, 2.717, 1.279)
H (-0.307, -2.666, -1.454)
Si (0.128, 0.883, -0.023)
C (0.139, 1.962, -1.596)
H (4.095, 0.662, -0.041)
P (3.662, -0.583, 0.243)
H (4.228, -0.752, 1.467)
H (-0.012, -0.838, 1.952)
C (0.040, -1.631, -1.373)
C (-0.535, -0.899, -0.237)
C (-2.066, -0.937, -0.121)
H (1.069, 2.311, -1.954)
H (0.177, 1.749, 2.183)
H (-2.352, -2.027, -0.066)
H (-0.013, -1.036, -2.289)
H (-1.317, 1.005, 1.940)
C (-0.660, 1.714, 1.478)
C (0.080, -1.569, 1.065)
H (-0.265, 1.346, -2.341)
H (1.087, -1.752, -1.145)

Values from the calculation:
**HOMO (spin up / spin down)**: -6.74 / -8.15 eV
**2S+1**: 1
**Energy above the lowest of the compared OMol25 structures with the same formula, charge and spin**: 273.85 kJ/mol
**Largest force on an atom**: 0.065 Eh/bohr
**Lowest unoccupied orbital energy (spin up / spin down)**: -0.885 / -0.096 eV



Computed, not measured: a 2-piece molecular cluster, C4H11NO2 overall, with ωB97M-V with the def2-TZVPD basis set.

Positions of all 18 atoms, in Å:
C (-1.800, 0.508, 0.598)
H (-2.592, 0.166, 1.240)
H (-0.496, -1.249, 0.206)
H (1.185, -0.114, 1.232)
H (-0.979, -0.232, -1.245)
H (1.402, 0.833, -1.266)
H (-1.194, 0.723, 1.524)
H (2.032, 2.083, -0.203)
C (-1.278, -0.647, -0.234)
N (-2.303, -1.749, -0.417)
O (3.863, -0.553, -0.163)
H (2.984, 1.579, -1.312)
H (-2.509, -2.219, 0.353)
H (-2.206, 1.400, 0.043)
C (2.275, 1.249, -0.707)
H (-3.136, -1.272, -0.622)
O (1.972, -0.554, 0.943)
C (2.778, 0.049, 0.030)

Values from the calculation:
**HOMO**: -9.69 eV
**SMILES string**: CC(=O)O.CCN
**2S+1**: 1
**Energy above the lowest of the compared OMol25 structures with the same formula, charge and spin**: 220.73 kJ/mol
**Largest force on an atom**: 0.119 Eh/bohr
**Lowest unoccupied orbital energy**: 0.563 eV



Computed, not measured: one molecule with the formula C2H4ClIO2S, with ωB97M-V with the def2-TZVPD basis set.

Positions of all 11 atoms, in Å:
O (-0.149, -1.772, -0.710)
H (-0.875, 0.579, -1.636)
I (-3.381, -0.082, -0.569)
S (-0.068, -0.662, 0.199)
Cl (-0.845, 2.164, 0.092)
C (-1.061, 0.642, -0.629)
H (2.049, -0.435, 1.349)
H (1.297, 0.935, 0.374)
O (-0.663, -0.872, 1.490)
C (1.541, -0.087, 0.422)
H (2.154, -0.409, -0.381)

Values from the calculation:
**HOMO**: -9.98 eV
**SMILES string**: CS(=O)(=O)[C@H](Cl)I
**2S+1**: 1
**Energy above the lowest of the compared OMol25 structures with the same formula, charge and spin**: 82.84 kJ/mol
**Largest force on an atom**: 0.080 Eh/bohr
**Lowest unoccupied orbital energy**: -1.426 eV



Computed, not measured: C5H10O2 as an isolated structure, with ωB97M-V with the def2-TZVPD basis set.

Positions of all 17 atoms, in Å:
C (0.410, -1.397, 0.616)
C (-1.326, -0.469, -0.423)
H (0.586, -0.565, -1.454)
H (-1.485, -1.684, 0.169)
H (2.300, 0.945, -1.300)
C (2.014, 1.108, -0.249)
C (0.174, -0.326, -0.459)
H (-1.623, 1.386, 0.670)
H (1.041, -1.020, 1.425)
H (2.269, 2.132, 0.035)
H (0.826, -2.340, 0.239)
O (-0.924, -1.575, 1.128)
C (-2.122, 0.717, -0.039)
H (-3.121, 0.444, 0.311)
O (0.630, 0.954, -0.068)
H (2.595, 0.414, 0.378)
H (-2.246, 1.276, -0.980)

Values from the calculation:
**HOMO**: -8.48 eV
**2S+1**: 1
**Energy above the lowest of the compared OMol25 structures with the same formula, charge and spin**: 549.07 kJ/mol
**Largest force on an atom**: 0.008 Eh/bohr
**Lowest unoccupied orbital energy**: 0.775 eV



Computed, not measured: C2H7N3S as an isolated structure, with ωB97M-V with the def2-TZVPD basis set.

Positions of all 13 atoms, in Å:
H (-2.267, 1.225, -0.957)
H (1.282, 1.552, -0.187)
H (-1.899, 1.299, 0.757)
C (0.295, 0.109, -0.072)
H (1.545, -1.837, -0.312)
N (1.379, -0.654, -0.119)
H (3.084, 0.153, 1.089)
N (2.555, 0.229, 0.080)
S (-1.184, -0.765, 0.084)
C (-2.294, 0.504, -0.056)
H (3.411, -0.404, -0.745)
N (0.220, 1.337, 0.000)
H (-3.291, 0.183, 0.049)

Values from the calculation:
**HOMO**: -8.38 eV
**2S+1**: 1
**Energy above the lowest of the compared OMol25 structures with the same formula, charge and spin**: 435.22 kJ/mol
**Largest force on an atom**: 0.133 Eh/bohr
**Lowest unoccupied orbital energy**: 0.175 eV



Computed, not measured: one molecule with the formula C6H10N2S, with ωB97M-V with the def2-TZVPD basis set.

Positions of all 19 atoms, in Å:
H (1.845, -2.104, -1.007)
H (-1.715, 3.137, 0.758)
S (-2.803, -1.341, 0.054)
H (2.782, -1.025, 0.992)
H (-0.590, 2.692, -0.342)
H (1.139, -1.467, 1.693)
C (1.818, -0.705, 1.211)
C (-0.419, -0.555, -0.058)
N (-1.543, 2.571, -0.032)
H (1.183, -0.951, -2.086)
H (2.734, -0.828, -1.219)
H (1.297, 0.799, -0.423)
H (1.948, 0.134, 1.972)
H (-4.107, 0.737, -0.236)
C (1.048, -0.318, -0.063)
C (-2.055, 1.304, 0.007)
C (1.754, -1.104, -1.202)
C (-3.122, 0.534, 0.028)
N (-1.194, -1.511, -0.048)

Values from the calculation:
**HOMO**: -7.29 eV
**2S+1**: 1
**Energy above the lowest of the compared OMol25 structures with the same formula, charge and spin**: 403.34 kJ/mol
**Largest force on an atom**: 0.083 Eh/bohr
**Lowest unoccupied orbital energy**: 0.739 eV



Computed, not measured: one molecule with the formula C4H8N2, with ωB97M-V with the def2-TZVPD basis set.

Positions of all 14 atoms, in Å:
C (-0.454, 1.353, 0.198)
C (-0.035, -0.919, -1.316)
H (0.401, -1.971, -1.153)
N (-0.539, -0.879, 1.239)
H (-1.028, -1.102, -1.737)
H (-0.451, -1.930, 0.930)
C (0.019, -0.053, 0.029)
H (1.600, 0.726, 1.362)
H (-1.038, 1.451, 1.063)
H (1.658, 1.306, -0.434)
H (-0.598, 1.902, -0.647)
N (-1.111, -0.375, 2.106)
H (0.569, -0.426, -2.048)
C (1.005, 0.917, 0.406)

Values from the calculation:
**HOMO**: -7.96 eV
**2S+1**: 1
**Energy above the lowest of the compared OMol25 structures with the same formula, charge and spin**: 381.11 kJ/mol
**Largest force on an atom**: 0.094 Eh/bohr
**Lowest unoccupied orbital energy**: 0.966 eV



| no. | E (hartree) |
| --- | --- |
| 1 | -3878.28170 |
| 2 | -869.50846 |
| 3 | -364.18410 |
| 4 | -1385.08888 |
| 5 | -346.81630 |
| 6 | -642.68689 |
| 7 | -742.14089 |
| 8 | -266.57685 |